DFT (wB97M-V/def2-TZVPD) results for an isolated ion of composition H3N4 and charge -1.

The geometry in XYZ format:
```
7
Properties=species:S:1:pos:R:3:mulliken_charge:R:1
N -0.78 -1.13 0.00 -0.94
N -0.05 -0.08 -0.01 0.85
N -0.67 1.08 -0.02 -0.80
N 1.54 -0.02 0.01 -0.64
H -0.35 -2.13 -0.10 0.19
H -1.73 0.92 0.12 0.24
H 1.73 0.99 -0.28 0.11
```

For the frontier orbital gap, the calculation gives 8.215 eV. The calculation puts the HOMO energy at -0.0968 hartree. Its charge is -1. Its structure (SMILES) is N=[N+]([NH-])[NH-].

DFT (wB97M-V/def2-TZVPD) results for a 2-piece molecular cluster, H3NO3Si overall.

The geometry in XYZ format:
```
8
Properties=species:S:1:pos:R:3:mulliken_charge:R:1
O -0.73 0.63 0.63 -0.39
Si -1.68 -0.44 0.14 0.45
H -2.56 0.05 -1.04 -0.06
H -2.33 -1.70 0.55 -0.05
O 2.58 -0.77 -0.84 -0.41
N 1.64 -0.15 -0.34 0.32
O 1.98 1.03 0.32 -0.35
H 1.10 1.36 0.57 0.49
```

For the frontier orbital gap, the calculation gives 9.119 eV. The calculation puts the HOMO energy at -0.3702 hartree. Its structure (SMILES) is O=[SiH2].O=NO.

DFT (wB97M-V/def2-TZVPD) results for one molecule with the formula H3NOP2.

The geometry in XYZ format:
```
7
Properties=species:S:1:pos:R:3:mulliken_charge:R:1
N -0.45 -0.30 -1.10 -0.02
O -1.28 -1.12 -0.59 -0.23
P -0.51 1.17 -0.28 0.09
P 0.84 0.15 1.26 -0.16
H 0.46 1.66 -1.38 0.10
H 1.12 -0.95 0.22 0.13
H -0.18 -0.60 1.87 0.09
```

For the frontier orbital gap (spin up / spin down), the calculation gives 8.830 / 8.072 eV. Its spin multiplicity is 3. The calculation puts the HOMO energy (spin up / spin down) at -0.3074 / -0.3502 hartree.

DFT (wB97M-V/def2-TZVPD) results for one molecule with the formula H3NOSSi.

The geometry in XYZ format:
```
7
Properties=species:S:1:pos:R:3:mulliken_charge:R:1
N 1.09 0.00 0.25 -0.27
O 0.40 1.36 -2.02 -0.37
Si -0.49 -0.56 0.63 0.27
S 1.50 1.14 -1.11 0.53
H -1.42 0.10 -0.35 -0.08
H -1.03 0.06 2.03 -0.04
H -0.04 -2.09 0.57 -0.03
```

For the frontier orbital gap (spin up / spin down), the calculation gives 8.683 / 8.148 eV. The calculation puts the HOMO energy (spin up / spin down) at -0.3795 / -0.3647 hartree.

DFT (wB97M-V/def2-TZVPD) results for one molecule with the formula H3NP2S.

The geometry in XYZ format:
```
7
Properties=species:S:1:pos:R:3:mulliken_charge:R:1
N 1.61 -0.07 0.53 -0.52
P -1.05 0.42 -0.48 0.20
P 0.50 -1.02 -0.04 0.08
S -2.73 0.10 0.40 -0.26
H 1.32 -0.02 1.55 0.28
H -0.41 1.72 -0.37 0.13
H 0.76 -1.13 -1.59 0.09
```

For the frontier orbital gap (spin up / spin down), the calculation gives 6.700 / 7.073 eV. The calculation puts the HOMO energy (spin up / spin down) at -0.3204 / -0.3327 hartree.

DFT (wB97M-V/def2-TZVPD) results for one molecule with the formula H3NP2S.

The geometry in XYZ format:
```
7
Properties=species:S:1:pos:R:3:mulliken_charge:R:1
P 1.53 0.15 0.64 -0.09
N 0.04 0.14 -0.13 -0.22
P -0.43 -0.72 -1.38 0.21
S -2.24 0.29 -1.49 -0.29
H 1.00 0.45 1.89 0.04
H 1.69 -1.21 0.95 0.03
H -1.60 0.89 -0.47 0.32
```

For the frontier orbital gap, the calculation gives 8.030 eV. The calculation puts the HOMO energy at -0.3202 hartree. Its structure (SMILES) is P/N=P/S.

DFT (wB97M-V/def2-TZVPD) results for a 2-piece molecular cluster, H3O2 overall.

The geometry in XYZ format:
```
5
Properties=species:S:1:pos:R:3:mulliken_charge:R:1
O -0.06 0.44 1.19 -0.77
H -0.19 -0.48 1.29 0.25
O -0.13 -0.44 -1.14 -1.10
H 0.41 0.19 -1.52 0.15
H -0.04 0.28 0.17 0.48
```

For the frontier orbital gap, the calculation gives 8.892 eV. The calculation puts the HOMO energy at -0.1130 hartree. Its charge is -1.

DFT (wB97M-V/def2-TZVPD) results for a 2-piece molecular cluster, H3O2SSi overall.

The geometry in XYZ format:
```
7
Properties=species:S:1:pos:R:3:mulliken_charge:R:1
O -1.57 -1.22 1.81 -0.53
O 2.59 0.55 -0.97 -0.67
Si -1.01 -0.09 0.95 0.45
S 1.47 -0.56 -1.02 -0.11
H 0.44 0.04 -1.54 0.06
H -1.63 0.17 -0.37 -0.12
H -0.29 1.11 1.14 -0.08
```

For the frontier orbital gap, the calculation gives 6.748 eV. The calculation puts the HOMO energy at -0.1038 hartree. Its charge is -1.

DFT (wB97M-V/def2-TZVPD) results for a 2-piece molecular cluster, H3O3PS overall.

The geometry in XYZ format:
```
8
Properties=species:S:1:pos:R:3:mulliken_charge:R:1
O 1.82 0.32 -0.49 -0.49
P 1.30 0.91 0.75 0.44
S 1.12 -0.69 2.12 0.04
O 1.36 -1.78 0.94 -0.43
H 2.10 -1.56 0.38 0.38
O -1.18 0.73 0.10 -0.67
H -1.69 1.25 0.83 0.37
H -1.01 1.30 -0.66 0.36
```

For the frontier orbital gap, the calculation gives 9.214 eV. The calculation puts the HOMO energy at -0.3389 hartree. Its structure (SMILES) is O=PSO.O.

DFT (wB97M-V/def2-TZVPD) results for a 2-piece molecular cluster, H3O4PSi overall.

The geometry in XYZ format:
```
9
Properties=species:S:1:pos:R:3:mulliken_charge:R:1
O -2.42 -0.01 -1.56 -0.72
O -2.42 0.72 0.88 -0.70
O -1.51 -1.61 0.32 -0.67
O 2.68 1.50 -0.39 -0.97
Si 0.49 -0.11 0.03 0.42
P -1.82 -0.17 -0.16 0.72
H 2.88 1.38 0.54 0.16
H 0.94 -0.75 1.32 -0.11
H 1.19 -0.95 -0.98 -0.12
```

For the frontier orbital gap, the calculation gives 7.582 eV. The calculation puts the HOMO energy at -0.0243 hartree. Its charge is -2.

DFT (wB97M-V/def2-TZVPD) results for one molecule with the formula H3O5P3.

The geometry in XYZ format:
```
11
Properties=species:S:1:pos:R:3:mulliken_charge:R:1
O 0.58 1.84 -2.13 -0.38
O 0.72 0.15 1.75 -0.54
O -1.99 1.39 0.81 -0.26
O -1.49 0.94 -0.46 -0.05
O -1.08 -0.33 -0.58 -0.42
P 0.35 1.93 -0.73 0.57
P 1.57 -2.27 0.11 -0.13
P 1.08 -0.17 0.37 0.62
H -1.17 1.15 1.24 0.34
H 1.01 -2.19 -1.15 0.11
H 0.42 -2.44 0.79 0.12
```

For the frontier orbital gap, the calculation gives 7.658 eV. The calculation puts the HOMO energy at -0.3361 hartree.

DFT (wB97M-V/def2-TZVPD) results for H3O5PSi as an isolated structure.

The geometry in XYZ format:
```
10
Properties=species:S:1:pos:R:3:mulliken_charge:R:1
O -1.59 -0.60 -1.42 -0.71
O -2.46 1.35 -0.11 -0.43
O -1.58 -0.65 1.26 -0.68
O 1.30 -1.96 -0.09 -0.58
O -0.97 1.47 -0.02 -0.28
Si 1.30 -0.47 0.03 -0.33
P -1.48 -0.05 -0.05 1.11
H 1.43 0.43 -1.29 -0.07
H 3.33 0.31 0.59 0.01
H 0.73 0.16 1.08 -0.05
```

For the frontier orbital gap, the calculation gives 6.938 eV. The calculation puts the HOMO energy at -0.0060 hartree. Its charge is -2.

no.,F_max (eV/Å)
1,3.274
2,4.484
3,4.744
4,7.148
5,3.933
6,1.655
7,3.483
8,2.356
9,2.760
10,2.384
11,3.467
12,5.971